Entry 1:
Formula: C27H75O11
Source: the OMol25 dataset
Level of theory: wB97M-V/def2-TZVPD

Properties
Charge: -1
E_HOMO: -4.1 eV
Orbital gap: 6.17 eV
F_max: 3.6 eV/Å
2S+1: 1

Cartesian coordinates (Å):
O1 -4.5210 1.6724 -1.1914
O2 2.2294 -2.9486 2.2952
O3 3.6550 4.7532 3.3554
O4 -2.7860 2.4605 2.8015
O5 -1.4675 -2.7804 -4.7915
O6 4.2800 -1.1538 -2.6080
O7 -2.1202 3.2653 -2.8142
O8 -4.9780 -5.0731 -0.6284
O9 -1.8552 2.3996 -0.0764
O10 4.8887 -2.3479 2.0941
O11 0.8352 4.1994 3.3130
C1 -0.0077 -2.1848 2.5667
C2 3.0228 -0.7979 -3.2639
C3 -1.3496 -2.2100 -3.4802
C4 -1.4145 0.0001 0.2100
C5 2.4092 -1.9800 -3.9582
C6 3.5145 3.6449 1.2914
C7 -6.1370 0.0992 -2.0380
C8 0.7338 -3.2595 0.4493
C9 -4.8880 0.3272 -1.1355
C10 -2.2226 1.4949 3.6558
C11 -0.7133 2.2393 -4.5107
C12 1.1675 -2.3421 1.6197
C13 5.0685 -0.9504 2.3414
C14 -3.3901 -5.8293 1.0251
C15 -3.3517 2.4686 -4.7614
C16 -0.9436 1.4091 -0.1730
C17 -2.1534 2.2715 -3.8045
C18 5.4493 5.3856 1.9674
C19 -5.1724 0.0794 0.2408
C20 0.4193 1.6988 0.5697
C21 0.9522 3.1241 4.3394
C22 -3.8035 -3.4618 0.6093
C23 4.3290 -0.1136 1.2269
C24 -3.7214 -4.7659 -0.0566
C25 4.5140 4.1770 2.3586
C26 2.0874 -0.3249 -2.1507
C27 6.6303 -0.7331 2.3604
H1 4.1414 -1.9743 -2.1293
H2 2.9901 4.4839 0.8341
H3 0.3254 1.6303 1.6535
H4 -3.8237 1.8200 -0.5484
H5 -3.0753 -6.7838 0.6032
H6 -1.5330 -1.1516 -3.2954
H7 -0.4774 3.0225 -5.2312
H8 -0.5186 -0.6165 0.2821
H9 -4.0992 -0.3160 -1.5255
H10 -5.3834 -0.9890 0.2869
H11 -0.0217 2.7962 4.7030
H12 -2.9161 -4.7441 -0.7908
H13 -1.6611 -3.7091 -4.6450
H14 -6.6050 -0.8784 -2.1535
H15 -4.2439 -5.9810 1.6856
H16 6.2297 5.5896 2.7005
H17 -4.2428 0.1398 0.8067
H18 2.1407 -0.8635 -1.2046
H19 -2.4987 -5.4766 1.5439
H20 0.6829 2.7154 0.2778
H21 1.5347 3.4344 5.2069
H22 -2.1133 -2.6366 -2.8298
H23 4.0288 3.0919 0.5054
H24 2.8127 2.9456 1.7457
H25 0.2869 -1.5931 3.4334
H26 -2.2035 1.7679 4.7109
H27 3.9635 -2.6013 2.1323
H28 0.1318 2.1857 -3.8245
H29 5.9908 5.1350 1.0552
H30 -2.8326 0.5990 3.5411
H31 2.9204 -2.0992 -4.9135
H32 0.8800 -2.8015 -0.5289
H33 -5.9563 0.6906 0.6879
H34 -2.9518 -3.1883 1.2323
H35 -0.3623 -2.4296 -3.0738
H36 7.1126 -0.9203 1.4011
H37 4.8641 6.2608 1.6854
H38 -5.8020 0.2426 -3.0653
H39 -3.2606 1.5812 -5.3878
H40 -5.2561 -5.9543 -0.3681
H41 -0.5671 1.3710 -5.1533
H42 6.7304 0.3199 2.6235
H43 -4.3223 2.4445 -4.2661
H44 1.0180 -0.4060 -2.3457
H45 -1.9642 0.0510 1.1499
H46 -0.2653 -3.6951 0.4522
H47 4.0483 5.5760 3.6552
H48 3.2809 -0.0426 1.5176
H49 -2.6943 1.9320 2.0053
H50 1.8780 -3.6860 2.7996
H51 -2.2712 1.3324 -3.2639
H52 3.1553 0.0538 -3.9311
H53 -4.6629 -3.5110 1.2779
H54 -1.9147 2.7812 -2.0111
H55 1.4376 2.2948 3.8248
H56 1.4219 -1.3908 1.1523
H57 4.4590 -0.5910 0.2557
H58 7.1180 -1.3284 3.1324
H59 -2.1842 -0.2804 -0.5091
H60 2.1222 0.7560 -2.0145
H61 -0.9398 -1.9066 2.0749
H62 4.7485 -0.6558 3.3408
H63 -1.1867 1.3537 3.3475
H64 2.4980 -2.8499 -3.3075
H65 -3.9484 -2.6245 -0.0733
H66 -3.1373 3.3403 -5.3797
H67 1.7214 4.5228 3.1349
H68 5.1646 3.4246 2.8044
H69 1.4092 -1.8014 -4.3534
H70 1.4442 -4.0818 0.3640
H71 -0.2675 -3.1579 2.9833
H72 -0.6582 1.2926 -1.2185
H73 -6.9196 0.8463 -1.9063
H74 4.6448 0.9288 1.1859
H75 1.2156 1.0507 0.2038

***

Entry 2:
Formula: C27H76AsF6O11
Source: the OMol25 dataset
Level of theory: wB97M-V/def2-TZVPD

Properties
Charge: -1
E_HOMO: -7.4 eV
Orbital gap: 9.79 eV
F_max: 2.4 eV/Å
2S+1: 1

Cartesian coordinates (Å):
As1 -0.0715 -0.4057 -0.1204
F1 1.0865 0.6252 0.6702
F2 0.3641 -1.7533 0.9382
F3 -1.2526 -1.3520 -0.9756
F4 1.1847 -0.8450 -1.2553
F5 -0.4813 0.9097 -1.2433
F6 -1.3511 0.1040 0.9643
O1 2.9411 -3.2320 -0.3898
O2 1.4535 2.3208 -4.0903
O3 -2.8620 3.3981 5.6802
O4 -3.3159 -3.1019 -1.6814
O5 2.0606 -2.6431 2.9116
O6 2.7854 0.5113 -3.0749
O7 -1.7471 -5.2980 3.4789
O8 4.8533 4.3594 3.1892
O9 -6.7608 0.6807 1.0396
O10 -0.0028 3.5038 -1.7165
O11 3.6173 -2.1371 -2.9233
C1 -1.1955 -2.9359 3.4971
C2 -0.3848 0.7446 -4.3074
C3 -0.4178 4.4895 -0.7776
C4 -3.0863 -3.4518 -3.0452
C5 0.6349 1.6214 -5.0239
C6 2.6379 3.5107 3.0963
C7 -2.0416 2.4637 4.9509
C8 -2.9114 1.5583 4.0856
C9 4.0436 3.8273 1.0039
C10 3.4942 -4.2362 -3.9775
C11 3.5831 -2.7338 -4.2175
C12 -1.5470 -4.1570 2.6338
C13 4.0152 3.4197 2.4826
C14 -0.0444 2.7098 -5.8907
C15 -1.7058 -4.0844 -3.1490
C16 -5.0601 -0.3304 -0.3043
C17 4.9011 -2.4032 -4.9020
C18 -3.3694 -2.2726 -3.9668
C19 -0.4550 3.8993 0.6335
C20 -5.3756 -0.9979 2.1523
C21 2.4689 -0.4926 3.9866
C22 -5.4754 0.0910 1.1133
C23 4.1501 -1.5511 2.4671
C24 3.0429 -1.8142 3.4786
C25 0.4966 5.7055 -0.8107
C26 -2.7995 -3.9424 1.8039
C27 -1.0667 3.2604 4.1126
H1 0.6812 6.0539 -1.8251
H2 -3.8347 -4.2228 -3.2505
H3 -3.6132 -3.5070 2.3910
H4 2.1161 -2.7348 -0.4050
H5 5.6338 3.8801 3.4769
H6 -3.6096 0.9689 4.6839
H7 2.1190 0.3244 -2.3970
H8 -4.3814 -1.8994 -3.8188
H9 -1.4232 4.8207 -1.0606
H10 1.8936 2.7888 2.7545
H11 3.5670 -1.1686 -3.0415
H12 3.2473 0.1711 4.3598
H13 0.9345 2.7881 -3.4178
H14 -7.0525 1.1105 1.8452
H15 -2.9013 3.0710 6.5822
H16 0.6883 3.0985 -6.5970
H17 -0.7043 4.6567 1.3826
H18 4.9706 -0.9104 2.8011
H19 -2.0177 -2.7516 4.1947
H20 -0.3947 3.5369 -5.2696
H21 -4.7905 0.9271 1.3154
H22 4.9966 -1.3259 -5.0357
H23 -4.3272 -1.2775 2.2518
H24 -0.9493 -3.5183 -2.6038
H25 1.2080 1.0848 -5.7791
H26 -1.5469 3.9137 3.3907
H27 3.4035 3.1534 0.4235
H28 -2.6944 -2.3798 -1.5102
H29 4.3640 -4.6233 -3.4403
H30 -0.2130 2.6237 -1.3715
H31 -3.4685 2.1188 3.3341
H32 -0.0156 -0.2588 -4.0870
H33 -0.9325 2.3527 -6.4174
H34 0.5165 3.5237 0.9607
H35 -2.2937 0.8308 3.5600
H36 4.6246 -2.4934 2.1767
H37 -0.8987 -5.7271 3.6127
H38 -4.0212 -0.6508 -0.1928
H39 1.4660 5.5083 -0.3439
H40 3.6562 4.8312 0.8324
H41 1.5941 -2.1765 2.1995
H42 -1.4713 1.8561 5.6601
H43 -1.7231 -5.1272 -2.8303
H44 2.6413 -4.5300 -3.3624
H45 3.3141 -3.0753 -1.2767
H46 3.4396 -2.4015 4.3117
H47 2.1736 4.4964 2.9799
H48 -5.9259 -1.8852 1.8261
H49 -0.3960 3.8209 4.7697
H50 2.6095 3.4374 4.1880
H51 -2.5941 -1.5064 -3.9099
H52 5.0305 3.7369 0.5503
H53 -0.7465 1.1648 -3.3701
H54 3.7902 -1.1766 1.5056
H55 -3.3573 -2.6096 -5.0098
H56 5.7223 -2.8122 -4.3180
H57 -2.6919 -3.2231 0.9854
H58 -1.1813 3.0999 0.7917
H59 -1.2872 -4.1673 -4.1603
H60 1.9214 -0.0223 3.1630
H61 -1.2730 0.6130 -4.9318
H62 -0.3773 2.5301 3.6761
H63 -0.3041 -3.1541 4.0810
H64 3.4463 -4.8258 -4.8964
H65 -3.1527 -4.8211 1.2628
H66 -0.7547 -4.3857 1.9168
H67 2.4224 1.2591 -3.5776
H68 -5.0767 0.5689 -0.9192
H69 -1.1089 -2.0312 2.8996
H70 4.8797 -2.8856 -5.8858
H71 0.0433 6.4388 -0.1410
H72 4.4175 2.4108 2.5950
H73 1.6979 -0.6539 4.7454
H74 2.7204 -2.3744 -4.7863
H75 -5.8783 -0.6769 3.0660
H76 -5.6002 -1.1415 -0.7903